(1)
{
  "formula": "C18H45F2LiNO16P3S2",
  "method": "ωB97M-V/def2-TZVPD",
  "species": ["Li", "N", "S", "O", "O", "F", "S", "O", "O", "F", "C", "C", "O", "P", "O", "O", "C", "C", "O", "C", "C", "H", "H", "H", "H", "H", "H", "H", "H", "H", "H", "H", "H", "H", "H", "H", "C", "C", "O", "P", "O", "O", "C", "C", "O", "C", "C", "H", "H", "H", "H", "H", "H", "H", "H", "H", "H", "H", "H", "H", "H", "H", "C", "C", "O", "P", "O", "O", "C", "C", "O", "C", "C", "H", "H", "H", "H", "H", "H", "H", "H", "H", "H", "H", "H", "H", "H", "H"],
  "positions_angstrom": [[-30.430638, 25.990536, -4.045961], [-29.017360, 28.012549, -2.018821], [-28.525710, 29.395181, -1.897141], [-27.064004, 29.574451, -1.913629], [-29.210455, 30.268385, -0.991541], [-29.092034, 29.884599, -3.346739], [-28.945970, 27.561208, -0.352113], [-30.251552, 27.504708, 0.334571], [-27.759278, 27.946613, 0.414475], [-28.710477, 25.972506, -0.750537], [-37.663213, 24.171351, -4.115135], [-36.896292, 24.893426, -3.006485], [-35.997180, 24.039507, -2.317350], [-34.565459, 23.474253, -2.864607], [-33.416014, 24.398615, -3.122442], [-34.207428, 22.384003, -1.728849], [-33.774347, 22.815213, -0.402233], [-32.806969, 21.746281, 0.084799], [-34.913949, 22.591447, -4.130017], [-33.915737, 22.054658, -4.921964], [-33.849848, 20.547274, -4.529326], [-37.090353, 23.973108, -5.021033], [-38.008631, 23.209667, -3.735751], [-38.498843, 24.831441, -4.347740], [-36.414745, 25.741411, -3.493460], [-37.556748, 25.301248, -2.241263], [-33.137978, 23.698743, -0.452364], [-34.548771, 23.001145, 0.341937], [-32.434825, 22.059409, 1.060282], [-33.303770, 20.814372, 0.354657], [-31.958261, 21.623520, -0.588057], [-34.224758, 22.115574, -5.965466], [-32.932650, 22.512085, -4.810663], [-33.133364, 19.953054, -5.096482], [-33.664478, 20.461198, -3.458663], [-34.835762, 20.177453, -4.810945], [-34.107477, 27.446887, -8.137873], [-33.148893, 28.645523, -7.897440], [-32.024669, 28.687710, -8.806001], [-30.898846, 27.520809, -8.741841], [-30.832517, 26.918312, -7.375438], [-31.290674, 26.547824, -10.044504], [-31.122274, 25.171345, -9.903983], [-30.695043, 24.548516, -11.290405], [-29.539857, 28.310035, -9.153063], [-28.319836, 28.132971, -8.465294], [-27.496153, 27.039353, -9.131994], [-34.518085, 27.518469, -9.145037], [-33.802395, 26.448658, -7.823922], [-34.911366, 27.611588, -7.420418], [-33.788730, 29.526902, -7.940939], [-32.784838, 28.691626, -6.871068], [-30.420912, 24.884703, -9.120375], [-32.126303, 24.834781, -9.645631], [-31.374579, 24.517785, -12.142100], [-29.732091, 24.955096, -11.599472], [-30.513833, 23.482981, -11.149327], [-27.885160, 29.128720, -8.552627], [-28.450370, 27.917068, -7.404899], [-26.664239, 26.714291, -8.507202], [-28.008317, 26.150916, -9.501408], [-27.090499, 27.497948, -10.033792], [-24.452412, 22.077549, -7.831118], [-24.870750, 21.614017, -6.377548], [-26.073414, 22.281247, -6.116573], [-26.508394, 22.555970, -4.553850], [-27.786301, 23.209134, -4.328508], [-26.467471, 21.079545, -3.894848], [-26.139340, 20.972187, -2.548134], [-24.596019, 21.039299, -2.145691], [-25.238719, 23.327687, -3.809961], [-25.131198, 24.695793, -3.835947], [-23.762318, 25.023954, -4.428292], [-23.519346, 21.603741, -8.136057], [-25.253745, 21.926140, -8.554335], [-24.251344, 23.145445, -7.916301], [-24.986096, 20.531328, -6.326715], [-24.088612, 21.870487, -5.662991], [-26.663140, 21.742750, -1.982487], [-26.569385, 20.001921, -2.299608], [-24.440158, 20.716830, -1.116211], [-24.025945, 20.406605, -2.825988], [-24.156355, 22.036543, -2.128491], [-25.923362, 25.272833, -4.313033], [-25.324826, 25.045163, -2.821771], [-23.018118, 24.562328, -3.779304], [-23.643998, 24.539227, -5.397384], [-23.585347, 26.098208, -4.480977]],
  "atomic_forces_ev_per_a": [[0.102, 0.183, 0.256], [-1.635, -5.588, 3.066], [4.304, 8.057, -1.537], [-2.576, -0.554, -0.670], [-0.301, -0.439, 0.197], [0.637, -0.231, 0.289], [-1.068, -2.656, 1.651], [2.761, 0.492, -1.922], [-2.341, -0.662, -1.926], [-0.042, 1.134, 0.367], [-0.140, 0.012, 0.707], [-0.251, 0.259, -1.210], [2.253, -0.885, -0.511], [0.557, 0.451, 1.203], [-1.453, -0.368, 0.234], [-0.899, 1.197, -0.123], [1.769, -0.575, -0.095], [-0.466, -0.008, 0.986], [-1.411, 1.439, 1.253], [1.519, -2.594, -0.824], [-0.295, 0.744, -0.685], [0.167, 0.210, 0.163], [-0.290, 0.057, -0.072], [-0.191, -0.267, -0.235], [0.524, 0.114, 0.364], [-0.042, -0.228, -0.054], [-0.459, 0.411, -0.491], [-0.534, -0.191, -0.612], [0.306, 0.332, -0.015], [-0.015, -0.243, -0.661], [-0.217, -0.170, -0.009], [-0.007, 0.273, 0.022], [-0.212, 0.395, 0.176], [0.222, 0.273, 0.018], [-0.095, -0.139, -0.108], [-0.040, -0.347, 0.455], [0.008, 0.960, 0.872], [-0.482, -1.352, 0.550], [0.700, -0.616, -0.387], [-0.418, 0.807, 0.032], [0.091, -0.281, -1.354], [1.089, 3.323, 2.192], [-0.716, -1.823, -1.860], [0.465, -0.429, 1.142], [-2.859, -0.889, -0.317], [0.459, -0.468, 0.441], [0.697, 0.698, -0.649], [0.090, -0.381, 0.051], [0.753, 0.046, -0.603], [-0.427, 0.282, -0.157], [0.586, 0.341, -0.958], [0.250, -0.452, -0.008], [0.078, 0.098, -0.064], [0.141, -0.681, 0.210], [-0.396, 0.877, 0.362], [-0.102, 0.226, -0.085], [0.145, -0.145, 0.405], [0.525, -0.284, 0.104], [-0.400, 0.052, -0.010], [-0.014, 0.092, 0.046], [-0.528, 0.089, 0.494], [0.304, -0.184, -0.111], [0.022, -0.150, 0.955], [1.544, 0.272, -2.108], [-1.782, 0.937, 2.687], [1.985, -0.794, 0.216], [-0.530, 0.710, -0.641], [0.970, 1.625, -2.378], [1.257, -0.188, 2.385], [-1.042, -0.088, -0.466], [-2.330, -3.447, -1.593], [0.298, 2.668, 0.235], [-0.193, -0.111, 0.779], [-0.201, -0.332, -0.103], [0.043, -0.535, 0.104], [-0.036, 0.158, 0.610], [-0.279, -0.011, -0.117], [-0.006, 0.228, 0.079], [-0.147, -0.023, 0.133], [0.290, 0.027, 0.471], [-0.369, -0.516, -0.054], [0.102, -0.048, 0.105], [-0.387, 0.041, -0.506], [-0.285, -0.634, -0.898], [0.863, 0.087, 0.372], [0.193, 0.175, 0.027], [-0.189, 0.245, -0.169], [0.020, -0.088, -0.109]],
  "energy_ev": -108827.81177,
  "spin_multiplicity": 1
}

=====

(2)
{
  "formula": "H4O2Rb",
  "method": "ωB97M-V/def2-TZVPD",
  "species": ["Rb", "O", "H", "H", "O", "H", "H"],
  "positions_angstrom": [[24.414803, -3.223103, -19.929528], [25.292413, -1.192662, -21.830791], [25.984717, -1.370753, -22.467356], [24.780583, -0.485968, -22.224293], [23.764977, -5.796108, -21.002553], [24.219023, -6.613958, -20.799603], [23.032054, -6.060147, -21.558733]],
  "atomic_forces_ev_per_a": [[0.013, 0.054, -0.060], [-0.150, -0.355, 0.329], [0.292, -0.019, -0.205], [-0.169, 0.296, -0.087], [0.109, 0.386, 0.166], [0.173, -0.298, 0.068], [-0.268, -0.065, -0.211]],
  "energy_ev": -4810.58372,
  "charge": 1,
  "spin_multiplicity": 1
}

=====

(3)
{
  "formula": "C5H6N2O",
  "method": "ωB97M-V/def2-TZVPD",
  "species": ["C", "C", "C", "C", "C", "O", "N", "N", "H", "H", "H", "H", "H", "H"],
  "positions_angstrom": [[1.348031, 0.841161, 1.584607], [-0.951053, 0.377054, -0.871800], [0.557645, 0.231148, 0.478819], [-0.463792, -1.200599, -0.785600], [0.588327, -1.091804, 0.154302], [0.051649, 1.173812, -0.454011], [-1.989790, 0.737827, -1.519274], [-1.157313, -2.160882, -1.234986], [-1.963585, 1.754703, -1.654234], [-1.893363, -1.810996, -1.862235], [1.193905, -1.890706, 0.546106], [2.418698, 0.663688, 1.440757], [1.226621, 1.927523, 1.623179], [1.034018, 0.448070, 2.554371]],
  "atomic_forces_ev_per_a": [[0.053, 0.651, 0.225], [-1.850, -1.848, -4.270], [4.005, 0.125, 0.734], [-3.030, 1.537, -0.548], [-0.519, 1.519, 0.153], [-0.464, -1.662, 2.268], [1.433, -0.158, 0.895], [0.792, 0.271, -0.416], [-0.287, -0.158, 0.211], [0.109, 0.020, 0.450], [-0.113, 0.133, 0.458], [-0.150, -0.176, 0.079], [-0.128, -0.168, -0.107], [0.149, -0.086, -0.131]],
  "energy_ev": -10307.68345,
  "spin_multiplicity": 1
}

=====

(4)
{
  "formula": "C18H33Br2F4IN3O4SSi",
  "method": "ωB97M-V/def2-TZVPD",
  "species": ["C", "C", "C", "I", "N", "C", "C", "O", "F", "C", "N", "C", "C", "Si", "C", "C", "C", "N", "C", "C", "C", "F", "Br", "C", "F", "F", "Br", "H", "H", "H", "H", "H", "H", "H", "H", "H", "H", "H", "H", "H", "H", "H", "H", "H", "H", "H", "H", "H", "H", "H", "H", "H", "O", "S", "O", "O", "C", "C", "C", "H", "H", "H", "H", "H", "H", "H", "H"],
  "positions_angstrom": [[3.127514, 4.149487, -2.287542], [2.145646, 3.042990, -2.709044], [2.120305, 1.828209, -1.782499], [4.084431, 1.198903, -1.133284], [1.430179, 0.639635, -2.338280], [1.460274, 0.398628, -3.784063], [2.826875, -0.070765, -4.270583], [3.452203, 0.399030, -5.109545], [3.186491, -1.205367, -3.624970], [0.849865, -0.215468, -1.513696], [0.291972, -1.403007, -1.838505], [0.670329, -2.314537, -0.737647], [0.654284, -1.358618, 0.472826], [1.861385, -1.939961, 1.831645], [1.809348, -0.845533, 3.348550], [1.228078, -3.664103, 2.252997], [3.631602, -2.049247, 1.225713], [0.813507, 0.018177, -0.138300], [-0.428456, 0.829958, 0.100718], [-0.554771, 1.323698, 1.545233], [-0.296388, 2.812050, 1.792863], [-0.885086, 3.542810, 0.788743], [-1.184450, 3.312502, 3.458336], [1.235281, 3.179184, 1.885418], [1.603454, 3.648243, 3.082245], [1.960220, 2.053594, 1.654138], [1.754990, 4.503995, 0.563863], [4.134082, 3.947011, -2.667119], [3.162828, 4.283604, -1.202445], [2.798423, 5.094762, -2.733122], [1.129069, 3.463918, -2.675970], [2.395657, 2.761904, -3.732196], [1.613944, 2.090088, -0.849799], [1.187865, 1.303899, -4.327243], [0.733094, -0.364487, -4.061616], [0.256727, -1.754747, -2.781656], [0.035732, -3.199281, -0.660704], [1.710357, -2.620032, -0.922476], [-0.341171, -1.391669, 0.942589], [0.817557, -0.468550, 3.614900], [2.497990, 0.001560, 3.238900], [2.165043, -1.441531, 4.201355], [1.237247, -3.828617, 3.335370], [0.212217, -3.842516, 1.878152], [1.887390, -4.414078, 1.796307], [4.107650, -2.918686, 1.697133], [4.190560, -1.154215, 1.525030], [3.732766, -2.157116, 0.138992], [-0.464582, 1.663772, -0.612210], [-1.297903, 0.193111, -0.095187], [0.082262, 0.736872, 2.208817], [-1.588577, 1.144397, 1.863213], [-2.947577, -1.224775, 0.617857], [-4.127413, -1.750682, -0.021763], [-4.496833, -1.202729, -1.289201], [-5.327863, -1.679041, 0.992725], [-5.607082, -0.410097, 1.650201], [-6.315821, 0.570514, 0.743896], [-4.023578, -3.500829, -0.137683], [-4.671631, -0.008749, 2.041356], [-6.231220, -0.690719, 2.494821], [-5.674817, 0.903467, -0.071164], [-6.615292, 1.441881, 1.326237], [-7.206224, 0.116816, 0.310237], [-3.752392, -3.904595, 0.833959], [-3.259813, -3.724873, -0.879464], [-4.987754, -3.879447, -0.466358]],
  "atomic_forces_ev_per_a": [[0.104, 0.084, -0.236], [0.002, 0.147, 0.253], [0.012, 0.005, 0.261], [0.015, 0.009, -0.095], [-0.659, 0.351, -0.236], [0.011, 0.048, 0.134], [-1.716, -0.969, 1.876], [1.653, 1.072, -1.987], [-0.034, -0.020, 0.060], [-0.051, -0.281, 0.083], [0.538, 0.294, 0.184], [0.359, 0.197, 0.085], [-0.497, 0.021, 0.203], [0.239, -0.056, 0.325], [0.158, 0.045, 0.081], [0.036, -0.037, -0.282], [0.055, 0.094, -0.018], [-0.293, -0.691, -0.526], [0.048, 0.404, 0.178], [-0.292, -0.062, 0.133], [-0.205, 0.031, 0.142], [0.156, -0.263, 0.287], [0.127, -0.022, -0.239], [0.144, 0.196, -0.015], [-0.102, -0.330, -0.270], [-0.125, 0.367, 0.091], [-0.451, -0.051, 0.753], [-0.170, -0.019, 0.174], [0.357, -0.156, -0.755], [0.059, -0.149, 0.057], [0.100, -0.198, -0.233], [-0.102, 0.020, 0.020], [0.328, -0.125, -0.340], [0.074, -0.160, 0.127], [0.028, 0.092, 0.075], [0.289, -0.004, -0.007], [-0.063, 0.338, 0.002], [-0.270, -0.289, -0.031], [0.091, -0.026, -0.202], [0.108, -0.112, 0.031], [-0.219, -0.080, 0.032], [-0.059, 0.136, -0.162], [-0.047, 0.002, -0.167], [0.121, -0.006, 0.193], [-0.177, 0.068, 0.103], [-0.028, 0.165, -0.109], [-0.074, -0.161, -0.116], [0.002, -0.022, 0.171], [0.078, -0.108, 0.180], [0.147, 0.049, -0.116], [-0.120, 0.123, -0.080], [0.217, 0.045, -0.108], [0.183, -0.017, 0.038], [-0.200, 0.007, 0.048], [0.074, -0.010, -0.021], [0.055, -0.061, -0.099], [-0.069, 0.260, 0.170], [0.042, -0.071, -0.112], [0.024, -0.025, 0.031], [0.034, -0.048, -0.048], [-0.004, -0.077, -0.035], [0.010, -0.001, 0.016], [-0.007, -0.010, 0.023], [-0.019, 0.015, 0.035], [-0.017, 0.005, 0.002], [-0.008, 0.023, -0.010], [-0.001, 0.006, -0.006]],
  "energy_ev": -209624.53615,
  "charge": 1,
  "spin_multiplicity": 1
}